Entry from OMol25: a 3-piece molecular cluster, C4H3BrF2 overall at a distorted geometry (ωB97M-V with the def2-TZVPD basis set).

Total energy in Eh: -2927.60895
M in g mol⁻¹: 168.97
F_max in eV/Å: 4.01
Energy relative to the best compared isomer or geometry (same formula, charge and spin) in kcal/mol: 169.40
Kohn-Sham gap (alpha / beta) in hartree: 0.243 / 0.243

Geometry as XYZ:
```
10
Properties=species:S:1:pos:R:3:nbo_charge:R:1
F -1.81007 0.25464 -1.53718 -0.28
C -1.13211 0.62361 -0.44178 0.63
C 2.49761 2.25609 0.58880 -0.04
C 0.03383 1.22493 -0.48950 -0.06
Br -3.61356 -4.97337 0.18683 -0.20
C 3.68253 2.17473 0.48059 -0.43
H 4.73874 2.19835 0.46771 0.23
H 0.64295 1.51469 -1.30679 0.23
F -1.80365 0.27343 0.64219 -0.28
H -3.23625 -5.54710 1.40913 0.20
```